Entry 1:
Here is C28H42I2N12OSTi as an isolated structure from OMol25. Energies are from wB97M-V/def2-TZVPD.

Geometry as XYZ:
```
87
Properties=species:S:1:pos:R:3:forces:R:3
Ti -0.069526 -0.657770 -0.059218 0.644 -0.120 0.022
N -0.122850 1.459634 2.812500 -0.102 0.009 -0.016
C -0.936669 0.407697 2.948656 0.099 -0.020 -0.076
N -1.450105 0.186014 4.147772 0.008 0.051 0.013
C -2.290304 -0.844002 4.234938 -0.032 -0.044 0.015
N -2.756408 -1.179822 5.431256 -0.045 -0.050 -0.024
N -2.728868 -1.568865 3.172514 -0.093 0.005 0.260
C -2.168436 -1.268342 2.040208 -0.010 0.014 -0.056
N -1.193919 -0.356090 1.848016 0.076 0.115 -0.154
C -2.678951 -1.923878 0.818109 -0.193 -0.042 -0.023
C -3.710935 -2.839923 0.867550 -0.022 -0.046 0.131
C -4.208934 -3.344674 -0.320967 -0.132 -0.119 0.068
C -3.671970 -2.895394 -1.510791 -0.014 -0.016 -0.165
C -2.634977 -1.984299 -1.467480 0.099 0.025 -0.019
N -2.131922 -1.509279 -0.328531 0.103 0.129 -0.241
H 0.104958 1.992838 3.633589 0.027 -0.016 0.016
H 0.356171 1.603858 1.941281 0.035 -0.018 0.000
H -2.494107 -0.646313 6.242053 0.011 0.009 -0.008
H -3.421689 -1.929556 5.512308 0.005 0.005 0.005
H -4.108396 -3.137854 1.826138 0.016 0.014 0.007
H -5.012782 -4.069843 -0.313812 0.030 0.029 -0.004
H -4.041419 -3.243477 -2.465810 0.011 0.004 0.028
H -2.194501 -1.617706 -2.383294 0.000 0.018 -0.028
C 0.018484 4.284527 0.774350 -0.063 -0.020 -0.067
N -1.063300 3.612445 0.076683 0.073 0.032 0.067
C -2.365161 4.280412 -0.035923 0.016 -0.040 0.023
C -3.317500 3.090315 -0.026232 0.017 -0.068 0.004
N -2.468441 1.972658 -0.478242 -0.049 0.149 -0.105
C -2.849052 1.303033 -1.722224 -0.005 -0.039 0.083
C -1.155406 2.319282 -0.291124 0.000 -0.006 -0.034
N -0.198170 1.435408 -0.466220 0.019 -0.175 0.201
C 1.161610 1.802514 -0.855298 -0.174 -0.073 -0.060
C 2.186016 1.373266 0.182013 -0.042 -0.019 -0.003
N 1.800538 0.107615 0.853569 -0.254 0.079 -0.130
C 2.543627 -0.143452 1.935027 0.108 -0.054 -0.050
N 3.717370 0.499068 2.231652 0.116 -0.022 0.011
C 4.736343 0.971447 1.288693 0.006 0.042 0.071
C 4.178681 0.151227 3.581866 -0.033 0.021 -0.055
C 3.280320 -1.008109 3.970719 -0.044 0.002 -0.020
N 2.221866 -0.953271 2.969038 0.039 -0.065 0.060
C 1.204382 -1.967243 3.128965 0.031 0.062 0.043
H 0.318980 5.185257 0.238918 -0.003 -0.004 -0.031
H 0.882714 3.638667 0.861788 0.031 -0.057 0.013
H -0.306779 4.571517 1.776110 -0.024 0.005 -0.002
H -2.411305 4.864462 -0.956627 -0.012 0.025 -0.012
H -2.521260 4.950415 0.807240 0.011 -0.011 0.015
H -4.173172 3.213876 -0.684517 0.015 0.005 -0.035
H -3.682656 2.887427 0.980799 -0.033 -0.012 0.000
H -3.073782 2.032892 -2.505942 -0.009 0.017 0.014
H -3.728701 0.682834 -1.558225 0.014 -0.004 0.005
H -2.025282 0.677930 -2.057010 -0.001 0.020 0.007
H 1.270165 2.859299 -1.092774 0.026 0.115 0.071
H 1.375603 1.261604 -1.776350 -0.025 -0.004 -0.083
H 2.317331 2.153696 0.942257 0.012 0.014 0.023
H 3.133779 1.289425 -0.343908 -0.062 -0.006 -0.015
H 4.777094 0.347897 0.398652 -0.009 0.031 0.047
H 5.700567 0.895975 1.784264 0.005 -0.041 0.014
H 4.597181 2.013789 1.007378 0.019 0.006 0.037
H 4.071662 1.002666 4.254372 -0.013 0.032 0.002
H 5.227799 -0.133728 3.561349 0.023 0.000 -0.017
H 2.852373 -0.890783 4.965265 -0.015 -0.005 0.018
H 3.786134 -1.976841 3.929974 -0.012 0.015 -0.008
H 1.650513 -2.959988 3.050887 0.024 -0.021 0.015
H 0.444125 -1.902978 2.371560 -0.031 0.005 -0.062
H 0.750619 -1.860665 4.117170 -0.003 0.014 -0.012
I 4.907914 -2.360235 -0.548294 -0.014 -0.105 -0.069
C 4.341815 -2.952070 1.309429 0.044 -0.018 0.053
I 0.654791 -3.399280 -0.060803 -0.079 0.178 0.063
H 5.061917 -2.829603 2.105512 -0.021 -0.050 -0.078
H 3.496689 -3.620253 1.382993 0.019 0.054 -0.017
C 2.026708 -2.061422 -3.582800 0.032 -0.019 0.037
S 0.309543 -1.861385 -3.154407 0.125 -0.039 0.038
O 0.366845 -0.788379 -2.042005 -0.298 0.120 0.167
C -0.294570 -0.963161 -4.554619 -0.010 0.010 -0.041
C 0.039534 0.369560 -4.765173 0.017 0.009 0.031
C -0.459532 1.012467 -5.884845 -0.013 -0.029 -0.019
C -1.274596 0.323374 -6.779237 -0.002 0.003 -0.001
C -1.602983 -1.006173 -6.556587 -0.005 0.034 -0.045
C -1.117715 -1.657690 -5.431319 0.009 -0.052 0.062
H 2.482632 -1.074493 -3.659475 -0.020 -0.020 -0.018
H 2.083200 -2.591558 -4.533869 -0.030 -0.012 0.045
H 2.475306 -2.647611 -2.780845 0.027 0.025 -0.014
H 0.673964 0.890852 -4.058545 -0.016 0.001 -0.019
H -0.209218 2.048445 -6.071267 0.002 -0.013 0.010
H -1.654436 0.831334 -7.656555 0.006 -0.021 0.026
H -2.237637 -1.535768 -7.254638 0.013 0.015 0.014
H -1.369578 -2.695718 -5.239565 0.003 0.045 -0.020
```
Positions in Å, forces in eV/Å.

Values from the calculation:
Electronic energy ... -3667.2091 Eh
ΔE to the lowest compared entry with this formula, charge and spin ... 4.4 kJ/mol
<S²> ... 2.009
HOMO energy (alpha / beta) ... -0.4528 / -0.4792 Eh
Net charge ... +2
Spin multiplicity ... 3

Results of the Löwdin charge analysis, in e, for atoms 1 through 5: 0.75, 0.22, -0.43, 0.19, -0.41

Entry 2:
Here is one molecule with the formula C5H5NO2 from OMol25. Energies are from wB97M-V/def2-TZVPD.

Geometry as XYZ:
```
13
Properties=species:S:1:pos:R:3:forces:R:3
O -1.954215 0.844634 -1.656393 3.193 1.714 -1.849
C -0.997929 0.317155 -0.779949 0.740 -1.568 0.572
C -0.950460 -0.986934 -0.050813 -3.428 1.803 -2.524
C 0.045375 -1.378220 0.751444 2.454 1.210 1.449
C 0.978604 -0.265162 0.901128 1.571 0.266 -4.464
O 1.894421 -0.342123 1.799710 3.327 2.083 4.466
N 1.270889 0.708778 -0.114164 -2.269 -1.604 4.029
C 0.159796 1.051223 -0.763898 0.206 -0.133 0.149
H -1.213919 1.505669 -2.254482 -3.984 -2.789 2.294
H -1.818633 -1.637815 -0.047290 -0.128 0.086 -0.682
H 0.131128 -2.426594 1.263012 -0.233 2.554 -0.762
H 2.325419 0.572879 2.203457 -1.916 -3.271 -2.371
H 0.129523 2.036510 -1.251763 0.466 -0.352 -0.308
```
Positions in Å, forces in eV/Å.

Values from the calculation:
Electronic energy ... -398.6509 Eh
ΔE to the lowest compared entry with this formula, charge and spin ... 334.8 kJ/mol
Structure (SMILES) ... Oc1ccc(O)nc1
HOMO energy ... -0.2926 Eh
Net charge ... 0

Results of the Löwdin charge analysis, in e, for atoms 1 through 5: -0.06, -0.29, -0.03, -0.02, -0.39

Entry 3:
Here is C5H10N2O as an isolated structure from OMol25. Energies are from wB97M-V/def2-TZVPD.

Geometry as XYZ:
```
18
Properties=species:S:1:pos:R:3:forces:R:3
C -2.318599 -0.507367 0.458325 -2.693 -2.223 0.620
C 0.176039 -0.596101 -0.006661 -2.735 5.820 1.308
C 2.431083 -0.575797 0.225100 0.980 -3.888 0.625
C 0.292364 0.844785 0.354865 -2.291 -0.929 -0.071
C 0.060627 1.615014 -0.935310 -0.477 3.776 -0.989
H -3.113487 0.563215 0.234765 3.067 -3.450 0.048
H -2.988536 -1.731246 0.008188 1.162 4.245 2.063
H -2.102909 -0.506993 1.647215 -0.750 -0.146 -2.826
H -0.950975 -1.794627 -0.404561 -1.168 -5.214 -0.968
H 2.929674 -1.839157 0.763987 -0.413 4.676 -1.182
H 2.226445 0.365417 1.026658 1.374 -2.976 -2.340
H 3.070034 -0.343826 -0.824792 -1.887 -0.518 3.117
H -0.749951 2.594069 -0.761305 2.858 -2.495 -0.290
H -0.612994 0.954223 -1.806072 2.984 1.732 2.524
H 1.378721 2.101457 -1.149793 -4.419 -1.506 -0.006
N -1.108183 -0.882514 -0.312833 -1.557 3.473 0.076
N 1.106037 -1.344752 -0.066556 5.778 -1.992 -0.749
O 0.274612 1.084192 1.548774 0.188 1.615 -0.962
```
Positions in Å, forces in eV/Å.

Values from the calculation:
Electronic energy ... -380.9208 Eh
ΔE to the lowest compared entry with this formula, charge and spin ... 957.2 kJ/mol
HOMO energy ... -0.3362 Eh
Net charge ... 0

Results of the Löwdin charge analysis, in e, for atoms 1 through 5: -0.12, -0.56, -0.12, -0.53, -0.05

Entry 4:
Here is a 7-piece molecular cluster, C26H40Cl2O18 overall from OMol25. Energies are from wB97M-V/def2-TZVPD.

Geometry as XYZ:
```
86
Properties=species:S:1:pos:R:3:forces:R:3
C -6.640741 3.167122 2.254740 -0.601 0.359 0.099
C -5.285413 3.543716 1.687897 -0.897 -0.301 -0.178
C -4.337707 4.222609 2.652890 -2.002 1.556 0.010
O -3.098797 3.640693 2.478370 0.965 -1.531 -1.176
C -3.265477 2.543751 1.662737 1.217 -1.038 0.235
O -2.359375 1.787088 1.347781 -1.518 1.458 0.397
O -4.554574 2.398060 1.319304 1.535 -1.210 -0.300
H -7.326465 4.014053 2.230192 0.222 0.350 0.032
H -6.586771 2.865149 3.300676 0.219 -0.190 -0.060
H -7.195850 2.407899 1.703813 0.548 -0.213 -0.195
H -5.354605 4.124958 0.768400 -0.393 0.158 0.008
H -4.699696 4.115447 3.675427 0.289 0.206 0.091
H -4.365695 5.246102 2.279018 0.603 0.363 0.898
C -1.569801 -2.652401 1.528045 -0.312 0.415 -0.369
C -2.423338 -1.572887 0.748451 1.254 -1.367 0.376
C -3.155574 -2.103065 -0.464008 -0.121 -0.857 -0.149
O -4.395094 -1.359894 -0.436355 0.472 0.229 -1.162
C -4.618147 -0.871300 0.787458 -2.018 -1.153 2.234
O -5.718774 -0.500617 1.201925 3.781 -0.471 -1.196
O -3.490616 -1.162289 1.574281 -1.773 1.150 0.045
H -1.096638 -2.260316 2.428317 -0.498 0.321 0.129
H -0.709237 -3.090685 1.022636 -0.159 0.361 -0.797
H -2.187451 -3.511386 1.790262 -0.272 0.226 0.151
H -1.841754 -0.693333 0.472322 0.164 0.013 0.094
H -3.381144 -3.169149 -0.437704 -0.449 -0.134 0.838
H -2.607472 -2.115298 -1.406098 -0.153 1.299 -0.174
C 4.953468 -0.135018 0.288466 1.221 -0.550 -0.018
C 5.681738 -1.514989 0.109583 -1.014 0.778 0.081
C 4.898632 -2.727501 0.542856 0.122 0.859 2.776
O 4.936405 -3.612862 -0.511855 0.012 -1.201 -1.641
C 5.550042 -3.058463 -1.572646 -0.451 -1.784 -2.659
O 5.708009 -3.641381 -2.672137 -0.467 2.335 3.554
O 5.839169 -1.784881 -1.290155 0.680 0.171 -1.381
H 4.155493 0.073045 -0.424300 0.198 -0.496 -0.381
H 5.736888 0.611686 0.158909 -0.256 0.309 0.136
H 4.457990 -0.010101 1.251275 0.495 -0.302 0.255
H 6.671956 -1.599229 0.557310 -0.006 0.767 -0.004
H 3.917988 -2.423541 0.908982 -0.432 -0.454 -0.601
H 5.396303 -3.156949 1.412340 -0.117 -0.239 -0.050
C 0.750539 -0.837349 4.835021 -2.100 1.508 0.585
C 2.164478 -0.860731 5.204526 0.858 1.353 -0.586
C 2.637186 -2.020873 5.968701 -0.819 -0.860 0.866
O 3.881965 -2.347947 5.416291 0.978 -0.627 0.785
C 4.029938 -1.717220 4.278418 2.134 1.448 -1.429
O 5.051271 -1.749988 3.607572 -2.213 -0.126 0.541
O 2.960592 -0.903756 4.064855 1.792 -0.932 -2.796
H 0.377435 -1.393688 3.975144 0.634 -0.438 0.174
H 0.478721 0.202887 4.655807 -0.106 0.099 -0.335
H 0.151048 -1.058271 5.718151 -0.143 -0.393 -0.005
H 2.537572 0.080737 5.607693 -0.783 0.150 0.988
H 1.996987 -2.869381 5.727291 -0.274 -0.127 0.897
H 2.721247 -1.685418 7.002390 0.031 -1.006 0.183
C 2.702268 -0.916959 -2.917936 -0.053 1.493 1.206
C 3.613603 -0.554229 -4.071031 0.861 -2.773 0.626
C 4.193793 -1.863889 -4.746718 -0.528 0.435 1.482
O 3.929266 -1.618056 -6.109694 -0.959 2.100 -4.025
C 3.144446 -0.560907 -6.302209 1.421 -3.054 5.916
O 2.733653 -0.127424 -7.367932 -0.446 0.776 -1.308
O 2.731985 -0.084322 -5.082315 -0.470 0.994 -3.780
H 2.281971 0.008898 -2.525228 -0.244 0.144 -0.105
H 3.264701 -1.262384 -2.050496 0.236 -0.485 -0.300
H 1.843904 -1.554880 -3.128585 0.429 -0.222 -0.386
H 4.378381 0.196537 -3.872124 -0.162 -0.011 0.174
H 3.597416 -2.743576 -4.504667 0.114 0.057 0.314
H 5.251415 -2.112191 -4.657952 -0.090 0.358 0.275
C -2.634034 0.699483 -4.074284 -0.082 0.492 -0.425
C -3.688679 1.537520 -3.330112 0.504 -1.167 1.166
C -3.252668 2.909448 -2.704722 -1.108 -2.003 -0.393
O -4.028907 3.796276 -3.501889 1.264 1.664 -0.158
C -4.719985 3.186322 -4.469431 -3.274 1.004 -1.930
O -5.374504 3.744984 -5.370197 2.719 -1.989 3.187
O -4.787626 1.862404 -4.155543 0.307 0.548 -1.384
H -1.662181 0.672263 -3.581479 -0.152 0.132 0.266
H -2.460729 1.114990 -5.066964 0.000 0.133 -0.096
H -2.954373 -0.331311 -4.225779 -0.216 0.079 0.116
H -4.124760 0.896208 -2.564182 0.170 0.072 0.244
H -2.169332 3.029696 -2.699718 -0.130 0.567 -0.529
H -3.601374 2.919974 -1.672059 -0.047 0.393 -0.033
Cl 1.550835 -0.888175 0.847613 0.139 -0.228 -0.005
C 0.821338 0.689592 1.163584 -0.846 0.815 -0.504
C 0.851001 1.596055 -0.082873 -0.231 -0.711 0.830
Cl -0.222095 0.923854 -1.388881 0.576 0.311 0.417
H 1.307889 1.189569 2.001073 0.336 -0.154 -0.144
H -0.215879 0.532775 1.459679 0.051 -0.063 -0.046
H 1.878298 1.672018 -0.439237 -0.222 0.113 -0.290
H 0.444110 2.566594 0.201023 0.057 -0.057 -0.199
```
Positions in Å, forces in eV/Å.

Values from the calculation:
Electronic energy ... -3289.0617 Eh
ΔE to the lowest compared entry with this formula, charge and spin ... 0.0 kJ/mol
<S²> ... 0.758
HOMO energy (alpha / beta) ... -0.4508 / -0.4508 Eh
Net charge ... +1
Spin multiplicity ... 2

Results of the Löwdin charge analysis, in e, for atoms 1 through 5: 0.00, -0.32, -0.13, 0.08, -0.48